(1)
This record from the Open Molecules 2025 dataset describes a molecular structure, C29H34N6O2S2Sr. The level of theory is ωB97M-V with the def2-TZVPD basis set.

```
74
C29H34N6O2S2Sr | the Open Molecules 2025 dataset | ωB97M-V with the def2-TZVPD basis set
Sr 0.283 0.871 -0.430
C -2.514 1.881 2.183
N -1.655 0.654 2.215
C -2.255 -0.639 1.721
C -0.684 0.721 3.313
C 0.414 1.801 3.063
C 0.537 2.864 3.997
C 1.322 3.986 3.641
C 2.072 4.032 2.526
C 2.044 2.895 1.736
C 1.204 1.830 1.939
H -3.093 2.166 3.112
H -3.132 1.876 1.285
H -1.864 2.790 2.090
H -1.852 -0.873 0.765
H -3.358 -0.590 1.644
H -1.914 -1.467 2.422
H -0.138 -0.275 3.352
H -1.229 0.877 4.244
H -0.076 2.918 4.874
H 1.333 4.832 4.344
H 2.609 4.923 2.232
H 2.699 2.853 0.808
O -1.703 0.683 -2.078
S -1.433 -0.624 -2.671
O -0.739 -0.713 -3.940
N -0.453 -1.257 -1.428
C 0.214 -2.398 -1.583
C 0.293 -3.188 -2.722
C 1.118 -4.315 -2.760
C 1.859 -4.704 -1.665
C 1.978 -3.854 -0.497
C 2.799 -4.094 0.550
C 2.797 -3.212 1.651
C 1.857 -2.227 1.688
N 1.051 -1.903 0.619
C 1.098 -2.717 -0.472
C -3.012 -1.473 -2.727
C -4.068 -0.754 -3.256
C -5.225 -1.416 -3.773
C -5.369 -2.774 -3.549
C -4.309 -3.495 -3.056
C -3.094 -2.874 -2.662
H -0.237 -2.899 -3.697
H 1.050 -4.914 -3.680
H 2.316 -5.699 -1.581
H 3.442 -4.949 0.500
H 3.431 -3.364 2.532
H 1.687 -1.656 2.565
H -3.895 0.368 -3.408
H -6.091 -0.790 -4.051
H -6.178 -3.338 -3.729
H -4.377 -4.577 -2.914
H -2.312 -3.432 -2.169
C -2.970 5.958 -0.340
C -1.401 5.826 0.000
C -0.681 4.533 -0.238
N -0.231 3.468 -0.441
H -3.220 7.048 -0.459
H -3.520 5.529 0.476
H -3.058 5.267 -1.227
H -1.263 6.229 1.027
H -0.826 6.633 -0.436
C 5.756 -1.151 0.845
N 4.587 -0.279 0.548
C 4.027 -0.214 -0.709
N 3.916 -1.362 -1.423
S 3.329 1.314 -1.224
H 5.616 -2.166 0.415
H 5.788 -1.127 1.952
H 6.727 -0.818 0.440
H 4.677 0.665 0.831
H 4.316 -2.224 -1.018
H 3.182 -1.499 -2.136
```

Calculated values
Charge ... 0
Max |F| ... 3.96 eV/Å
Frontier orbital gap ... 6.2 eV
Energy relative to the best compared isomer or geometry (same formula, charge and spin) ... 18.3 kcal/mol

Here is what Löwdin gives for the atomic charges, in e: 1.226, -0.096, -0.270, -0.064, -0.179, -0.296, -0.059, -0.145, -0.150, -0.241, -0.243, 0.088, 0.071, 0.068, 0.013, 0.082, 0.098, 0.113, 0.101, 0.082, 0.093, 0.092, 0.017, -0.463, 0.640, -0.295, -0.266, -0.352, -0.073, -0.101, -0.060, -0.207, -0.040, -0.064, -0.116, 0.114, -0.174, -0.274, -0.062, -0.048, -0.088, -0.062, -0.033, 0.125, 0.111, 0.105, 0.112, 0.112, 0.089, 0.138, 0.112, 0.067, 0.111, 0.100, -0.065, -0.204, -0.132, 0.113, 0.088, 0.050, 0.086, 0.116, 0.096, -0.063, -0.036, -0.819, 0.121, 0.540, 0.072, 0.094, 0.086, 0.083, 0.094, 0.122


(2)
This record from the Open Molecules 2025 dataset describes a molecular structure, C29H35AuBrN2O2P2S. The level of theory is ωB97M-V with the def2-TZVPD basis set.

```
73
C29H35AuBrN2O2P2S | the Open Molecules 2025 dataset | ωB97M-V with the def2-TZVPD basis set
Au 0.069 0.114 -0.118
C 4.083 -0.965 0.939
P 2.641 -0.065 0.263
C 2.976 -0.272 -1.553
C 3.172 1.685 0.492
C 2.430 2.647 -0.426
P 0.610 2.441 -0.269
C 0.019 3.588 -1.565
C 0.273 3.281 1.318
H 4.982 -0.638 0.414
H 3.949 -2.035 0.786
H 4.167 -0.763 2.003
H 3.953 0.134 -1.813
H 2.200 0.215 -2.142
H 2.957 -1.333 -1.791
H 4.250 1.724 0.291
H 3.021 1.941 1.543
H 2.694 2.445 -1.469
H 2.699 3.688 -0.203
H 0.199 4.620 -1.262
H -1.040 3.432 -1.758
H 0.568 3.368 -2.480
H 0.518 4.343 1.252
H 0.878 2.806 2.091
H -0.776 3.154 1.582
C -5.150 5.066 -1.091
C -4.468 4.482 0.153
C -3.068 5.090 0.250
C -5.254 4.891 1.406
C -4.436 2.964 0.044
C -5.662 2.280 0.009
C -5.751 0.908 -0.063
C -4.574 0.179 -0.098
S -4.342 -1.545 -0.133
C -2.623 -1.281 -0.176
N -2.269 -0.027 -0.173
C -3.327 0.830 -0.104
C -3.270 2.222 -0.032
C -1.643 -2.333 -0.185
C -1.979 -3.689 -0.095
C -0.981 -4.640 -0.043
C 0.352 -4.263 -0.086
C 0.686 -2.915 -0.169
C -0.300 -1.964 -0.236
H -5.073 6.150 -1.078
H -6.204 4.807 -1.133
H -4.669 4.702 -1.996
H -3.151 6.168 0.374
H -2.498 4.902 -0.657
H -2.526 4.694 1.106
H -5.356 5.973 1.440
H -4.729 4.562 2.299
H -6.250 4.461 1.419
H -6.579 2.846 0.051
H -6.708 0.413 -0.084
H -2.290 2.673 -0.013
H -3.020 -3.977 -0.047
H -1.239 -5.684 0.052
H 1.132 -5.009 -0.045
H 1.728 -2.619 -0.169
Br -2.314 1.899 6.680
C -0.897 0.806 6.067
C -0.122 0.067 6.956
N 0.863 -0.697 6.542
C 1.167 -0.782 5.264
C 0.453 -0.070 4.309
C -0.608 0.726 4.714
C 0.753 -0.156 2.817
O 1.928 -0.011 2.456
O -0.264 -0.317 2.130
H -0.298 0.097 8.023
H 1.983 -1.436 4.993
H -1.200 1.261 3.986
```

Calculated values
Charge ... +1
Max |F| ... 2.83 eV/Å
Frontier orbital gap ... 6.3 eV
Energy relative to the best compared isomer or geometry (same formula, charge and spin) ... 7.7 kcal/mol

Here is what Löwdin gives for the atomic charges, in e: 0.902, -0.183, 0.877, -0.257, -0.366, -0.386, 0.783, -0.226, -0.221, 0.068, 0.054, 0.055, 0.054, 0.025, 0.043, 0.103, 0.082, 0.078, 0.106, 0.063, 0.028, 0.052, 0.064, 0.045, 0.028, -0.035, -0.554, -0.056, -0.034, -0.153, -0.017, -0.054, -0.439, 1.170, -0.508, 0.031, -0.279, 0.042, -0.252, -0.026, -0.060, -0.053, -0.113, -0.187, 0.089, 0.083, 0.091, 0.094, 0.068, 0.074, 0.091, 0.093, 0.078, 0.115, 0.118, 0.059, 0.102, 0.114, 0.112, 0.057, 0.748, -0.658, -0.179, 0.073, -0.081, -0.107, -0.062, -0.629, -0.100, -0.077, 0.109, 0.120, 0.108


(3)
This record from the Open Molecules 2025 dataset describes 4 unconnected molecules or ions with the total composition C29H35BClF24O4. The level of theory is ωB97M-V with the def2-TZVPD basis set.

```
94
C29H35BClF24O4 | the Open Molecules 2025 dataset | ωB97M-V with the def2-TZVPD basis set
C -0.118 -1.580 2.335
C 1.225 -2.195 1.903
C 2.403 -1.221 1.904
Cl 2.696 -0.746 3.668
B 2.213 0.125 0.990
C 1.980 -0.307 -0.590
C 1.234 0.747 -1.417
C -0.214 0.965 -1.038
O -0.935 -0.276 -1.139
C 3.482 1.178 1.123
C 3.073 2.637 1.447
C 2.780 2.812 2.916
C 3.817 2.964 3.839
C 3.564 3.061 5.200
C 2.255 3.016 5.671
C 1.211 2.882 4.762
C 1.472 2.781 3.401
H 0.032 -0.668 2.914
H -0.720 -1.311 1.463
H -0.705 -2.294 2.922
H 1.456 -3.037 2.566
H 1.113 -2.597 0.892
H 3.308 -1.787 1.659
H 1.204 0.696 1.404
H 1.485 -1.276 -0.710
H 2.970 -0.418 -1.059
H 1.752 1.707 -1.283
H 1.272 0.527 -2.495
H -0.665 1.694 -1.723
H -0.292 1.375 -0.026
H -1.868 -0.073 -1.032
H 4.186 0.846 1.897
H 4.032 1.193 0.170
H 2.162 2.872 0.890
H 3.878 3.321 1.157
H 4.843 2.991 3.485
H 4.385 3.159 5.902
H 2.051 3.089 6.732
H 0.189 2.847 5.123
H 0.654 2.654 2.700
C -2.030 -2.989 5.514
C -1.849 -1.783 6.442
C -0.416 -1.307 6.685
F 0.299 -2.268 7.306
F -0.451 -0.220 7.490
F -2.484 -1.994 7.618
F -2.472 -0.738 5.820
O -2.238 -4.244 6.142
C -1.209 -5.077 6.463
C -1.182 -5.373 7.969
F -1.012 -4.240 8.674
F -0.146 -6.202 8.235
F -0.024 -4.637 6.026
F -1.448 -6.272 5.858
H -2.965 -2.797 4.990
H -1.242 -3.028 4.762
H 0.064 -1.042 5.737
H -2.116 -5.852 8.269
C -4.105 5.110 -3.862
C -3.016 4.310 -3.134
C -1.561 4.574 -3.533
F -1.355 4.248 -4.826
F -0.761 3.812 -2.765
F -3.282 2.992 -3.203
F -3.096 4.691 -1.825
O -4.780 4.451 -4.916
C -4.350 4.515 -6.208
C -4.037 3.121 -6.771
F -3.066 2.532 -6.053
F -3.610 3.256 -8.046
F -3.311 5.353 -6.366
F -5.373 5.002 -6.955
H -4.876 5.269 -3.109
H -3.740 6.092 -4.161
H -1.303 5.626 -3.382
H -4.936 2.502 -6.750
C 0.252 -2.898 -4.400
C 1.690 -2.367 -4.328
C 1.972 -1.023 -5.003
F 1.750 -1.103 -6.337
F 3.270 -0.702 -4.816
F 2.561 -3.301 -4.776
F 1.919 -2.153 -3.011
O -0.017 -3.882 -5.389
C -0.435 -3.563 -6.640
C 0.534 -4.088 -7.709
F 1.754 -3.547 -7.553
F 0.066 -3.741 -8.933
F -0.672 -2.250 -6.798
F -1.612 -4.210 -6.861
H 0.106 -3.418 -3.456
H -0.469 -2.081 -4.428
H 1.344 -0.240 -4.573
H 0.604 -5.175 -7.643
```

Calculated values
Charge ... -1
Max |F| ... 0.49 eV/Å
Frontier orbital gap ... 7.3 eV

Here is what Löwdin gives for the atomic charges, in e: -0.116, -0.306, -0.580, 0.546, -0.635, -0.167, -0.209, -0.263, -0.083, -0.166, -0.190, -0.244, -0.059, -0.106, -0.119, -0.103, -0.055, 0.046, 0.061, 0.037, 0.085, 0.094, 0.083, 0.090, 0.063, 0.089, 0.111, 0.079, 0.088, 0.103, 0.071, 0.069, 0.080, 0.095, 0.101, 0.110, 0.091, 0.088, 0.093, 0.103, -0.036, -0.437, -0.298, 0.094, 0.093, 0.127, 0.100, 0.050, -0.554, -0.290, 0.103, 0.094, 0.166, 0.130, 0.150, 0.122, 0.162, 0.171, -0.040, -0.444, -0.307, 0.095, 0.103, 0.140, 0.103, 0.051, -0.549, -0.289, 0.107, 0.098, 0.153, 0.134, 0.149, 0.147, 0.173, 0.175, -0.024, -0.445, -0.301, 0.084, 0.102, 0.131, 0.115, 0.052, -0.555, -0.289, 0.104, 0.090, 0.153, 0.127, 0.152, 0.149, 0.159, 0.172